11
Properties=species:S:1:pos:R:3:forces:R:3:nbo_charge:R:1 method="wB97M-V/def2-TZVPD" e_above_lowest_kj_mol=289.5 lumo_energy_ev=1.01 homo_energy_ev=-8.778 gap_ev=9.79 charge=0 energy_ha=-260.59154
C -0.472 -0.631 0.110 1.4 -3.2 1.2 0.152
N -1.534 1.515 -0.098 1.9 0.0 -3.6 -0.700
H 2.513 -1.356 -0.139 -1.7 3.4 1.0 0.378
H 0.429 0.912 -0.204 1.5 2.4 0.6 0.352
H -1.424 -1.158 0.445 1.2 1.0 -1.0 0.199
H -2.181 1.723 -0.946 1.3 -1.1 2.7 0.393
H -1.815 1.181 0.789 -1.4 -0.1 0.4 0.365
H 1.544 0.060 -0.590 2.0 -0.3 -0.4 0.319
N 0.643 -1.268 0.406 -2.3 1.0 0.8 -0.321
N -0.418 0.586 -0.535 -4.3 0.6 0.3 -0.476
N 1.847 -0.488 0.224 0.3 -3.7 -2.1 -0.660